Record 1
A 3-piece molecular cluster, C50H69BrFNO7 overall, computed with the ωB97M-V functional and the def2-TZVPD basis.

Results
Structure (SMILES): CCCCCc1cc2c(cc1C[C@@H](C)F)C(=O)c1c(CCOC(C)=O)c(N(C)C(C)=O)c(CC(=O)Br)c(COc3ccccc3)c1C2=O.CCCCCC.CCCCCC
M, g/mol: 895.0
HOMO level, eV: -9.22
Electronic energy, eV: -141553.5377
Multiplicity: 1

```
129
Properties=species:S:1:pos:R:3:lowdin_charge:R:1
C 9.739 0.839 3.916 -0.108
C 10.011 -0.129 2.767 -0.267
C 8.800 -0.309 1.841 -0.220
C 8.555 0.912 0.954 -0.171
C 7.703 0.652 -0.324 -0.132
C 6.629 -0.379 -0.065 -0.165
C 5.453 0.056 0.551 0.064
C 4.453 -0.856 0.859 -0.080
C 4.625 -2.197 0.546 -0.079
C 5.778 -2.648 -0.075 0.063
C 6.789 -1.737 -0.402 -0.153
C 8.003 -2.298 -1.109 -0.101
C 7.700 -2.543 -2.586 -0.382
C 7.718 -1.269 -3.402 -0.030
F 8.658 -3.406 -3.103 -0.018
C 3.511 -3.120 0.887 -0.273
O 3.717 -4.234 1.284 0.145
C 2.143 -2.529 0.669 -0.008
C 1.054 -3.268 0.202 -0.060
C 1.174 -4.766 -0.020 -0.070
C 0.612 -5.503 1.201 -0.124
O 1.143 -4.933 2.403 -0.004
C 0.327 -4.989 3.467 -0.552
C 0.586 -3.891 4.446 0.033
O -0.499 -5.837 3.613 0.120
C -0.165 -2.615 -0.050 -0.116
N -1.240 -3.466 -0.519 -0.056
C -2.316 -3.689 0.463 -0.026
C -1.716 -3.186 -1.829 -0.494
C -0.786 -3.615 -2.923 -0.005
O -2.781 -2.681 -2.062 0.094
C -0.312 -1.238 0.205 -0.105
C -1.664 -0.607 -0.037 -0.083
C -1.845 0.152 -1.334 -0.758
O -2.765 0.841 -1.547 0.052
Br -0.509 -0.053 -2.750 0.788
C 0.751 -0.499 0.720 -0.045
C 0.689 0.957 1.116 -0.107
O -0.194 1.772 0.348 -0.074
C -0.442 2.958 1.011 -0.298
C -1.141 3.004 2.212 -0.031
C -1.368 4.191 2.898 -0.070
C -0.884 5.379 2.360 -0.087
C -0.201 5.340 1.149 -0.077
C 0.026 4.146 0.473 -0.009
C 1.973 -1.162 0.935 -0.007
C 3.180 -0.464 1.496 -0.288
O 3.131 0.321 2.407 0.143
H 8.963 0.431 4.556 0.074
H 9.465 1.823 3.541 0.066
H 10.652 0.975 4.491 0.068
H 10.882 0.155 2.179 0.104
H 10.198 -1.108 3.207 0.102
H 8.987 -1.210 1.261 0.099
H 7.938 -0.515 2.476 0.118
H 9.525 1.308 0.656 0.113
H 8.020 1.643 1.554 0.108
H 8.343 0.352 -1.140 0.090
H 7.201 1.590 -0.543 0.114
H 5.306 1.098 0.797 0.135
H 5.898 -3.696 -0.307 0.136
H 8.884 -1.675 -1.006 0.111
H 8.221 -3.260 -0.648 0.129
H 6.723 -3.015 -2.685 0.142
H 6.980 -0.578 -3.005 0.083
H 7.473 -1.496 -4.436 0.083
H 8.709 -0.821 -3.399 0.087
H 0.542 -5.050 -0.852 0.104
H 2.218 -4.996 -0.176 0.109
H -0.462 -5.368 1.202 0.098
H 0.865 -6.557 1.149 0.137
H 1.138 -4.274 5.298 0.093
H 1.172 -3.102 3.986 0.078
H -0.365 -3.495 4.788 0.090
H -3.254 -3.212 0.190 0.070
H -2.018 -3.288 1.430 0.103
H -2.494 -4.751 0.612 0.091
H -1.206 -3.377 -3.889 0.086
H 0.197 -3.174 -2.785 0.073
H -0.659 -4.694 -2.823 0.087
H -2.461 -1.338 -0.003 0.099
H -1.872 0.135 0.729 0.132
H 1.674 1.401 1.042 0.128
H 0.442 0.997 2.177 0.138
H -1.500 2.074 2.637 0.117
H -1.905 4.172 3.832 0.103
H -1.037 6.323 2.860 0.100
H 0.155 6.270 0.731 0.103
H 0.570 4.159 -0.460 0.122
C -3.239 4.068 -0.801 -0.105
C -4.535 3.582 -1.419 -0.270
C -4.932 4.289 -2.713 -0.220
C -5.230 5.782 -2.564 -0.229
C -6.331 6.119 -1.560 -0.271
C -7.691 5.534 -1.932 -0.111
H -3.263 5.118 -0.502 0.073
H -3.029 3.475 0.090 0.063
H -2.408 3.926 -1.497 0.082
H -5.356 3.651 -0.697 0.102
H -4.406 2.521 -1.629 0.077
H -5.802 3.783 -3.141 0.100
H -4.127 4.167 -3.445 0.111
H -5.511 6.180 -3.545 0.108
H -4.316 6.310 -2.277 0.100
H -6.421 7.207 -1.498 0.102
H -6.048 5.780 -0.560 0.097
H -8.014 5.895 -2.911 0.074
H -8.449 5.824 -1.202 0.068
H -7.667 4.444 -1.962 0.058
C -9.641 1.232 -1.069 -0.112
C -9.010 0.024 -1.755 -0.269
C -8.629 -1.096 -0.787 -0.230
C -7.581 -0.710 0.258 -0.228
C -6.264 -0.194 -0.318 -0.260
C -5.523 -1.219 -1.172 -0.100
H -8.954 1.700 -0.362 0.062
H -9.920 1.990 -1.803 0.066
H -10.543 0.943 -0.525 0.073
H -8.135 0.343 -2.328 0.098
H -9.721 -0.377 -2.482 0.104
H -8.273 -1.954 -1.362 0.100
H -9.529 -1.438 -0.266 0.108
H -7.378 -1.584 0.886 0.108
H -7.996 0.049 0.928 0.100
H -5.616 0.103 0.513 0.104
H -6.437 0.713 -0.904 0.093
H -5.294 -2.118 -0.595 0.068
H -4.586 -0.804 -1.533 0.040
H -6.104 -1.518 -2.046 0.076
```

Record 2
C50H72MnNO3P2SSi as an isolated structure, computed with the ωB97M-V functional and the def2-TZVPD basis.

Results
Expectation value of S²: 0.80
Total charge: -1
M, g/mol: 912.2
HOMO level (spin up / spin down), eV: -2.54 / -3.78
Electronic energy, eV: -129264.4309
ΔE to the lowest compared entry with this formula, charge and spin, kJ/mol: 0.0
Multiplicity: 2

```
131
Properties=species:S:1:pos:R:3:lowdin_spin:R:1
Mn -0.655 0.241 -0.735 0.525
C -4.360 -0.553 0.169 -0.002
Si -2.540 -0.285 0.643 -0.017
C -2.047 -2.079 1.223 -0.007
C -2.649 -2.618 2.365 -0.001
C -2.246 -3.832 2.899 0.000
C -1.227 -4.553 2.286 0.000
C -0.643 -4.057 1.132 0.000
C -1.050 -2.835 0.596 -0.001
P -0.303 -2.081 -0.893 -0.004
C 1.400 -2.850 -0.981 -0.001
C 2.088 -2.435 -2.289 0.000
C 3.484 -3.044 -2.409 0.000
C 4.353 -2.632 -1.224 0.000
C 3.687 -3.034 0.088 0.000
C 2.279 -2.450 0.202 0.000
C -1.135 -2.996 -2.311 0.000
C -2.593 -2.518 -2.510 -0.001
C -3.570 -3.645 -2.831 0.000
C -3.534 -4.690 -1.723 0.000
C -2.131 -5.312 -1.592 0.000
C -1.047 -4.535 -2.355 0.000
C -2.461 0.636 2.305 0.004
C -3.493 0.736 3.234 0.002
C -3.371 1.526 4.370 0.007
C -2.198 2.229 4.586 0.003
C -1.147 2.123 3.682 0.005
C -1.268 1.333 2.542 0.000
P 0.094 0.993 1.357 -0.014
C 1.277 0.158 2.562 -0.005
C 0.635 -1.103 3.165 -0.001
C 1.478 -1.675 4.322 0.000
C 2.951 -1.313 4.154 0.000
C 3.132 0.214 4.240 0.000
C 1.896 0.960 3.706 -0.001
C 0.942 2.608 0.914 -0.002
C 0.665 3.868 1.741 0.000
C 1.370 5.047 1.073 0.000
C 2.906 4.886 1.100 0.000
C 3.322 3.443 1.401 0.000
C 2.460 2.454 0.619 0.000
H -4.944 -0.847 1.048 0.000
H -4.832 0.321 -0.284 0.001
H -4.431 -1.375 -0.544 0.000
H -3.420 -2.052 2.880 0.000
H -2.711 -4.210 3.803 0.000
H -0.895 -5.496 2.705 0.000
H 0.144 -4.627 0.649 0.000
H 1.313 -3.943 -0.991 0.000
H 1.483 -2.712 -3.155 0.000
H 2.171 -1.347 -2.301 0.000
H 3.406 -4.137 -2.437 0.000
H 3.946 -2.737 -3.352 0.000
H 5.352 -3.071 -1.301 0.000
H 4.480 -1.543 -1.239 0.000
H 3.626 -4.128 0.138 0.000
H 4.292 -2.715 0.942 0.000
H 1.829 -2.766 1.144 0.000
H 2.340 -1.355 0.229 0.000
H -0.566 -2.632 -3.170 0.000
H -2.939 -2.025 -1.601 -0.001
H -2.616 -1.750 -3.278 0.000
H -4.575 -3.225 -2.928 0.000
H -3.334 -4.104 -3.797 0.000
H -3.803 -4.196 -0.783 0.000
H -4.282 -5.469 -1.892 0.000
H -1.871 -5.394 -0.541 0.000
H -2.136 -6.333 -1.985 0.000
H -0.065 -4.896 -2.038 0.000
H -1.118 -4.811 -3.411 0.000
H -4.428 0.211 3.058 0.000
H -4.196 1.607 5.068 0.000
H -2.095 2.867 5.456 0.000
H -0.238 2.670 3.882 0.000
H 2.103 -0.160 1.917 0.000
H -0.368 -0.871 3.530 0.000
H 0.503 -1.856 2.390 0.000
H 1.126 -1.274 5.278 0.000
H 1.343 -2.758 4.375 0.000
H 3.569 -1.810 4.906 0.000
H 3.295 -1.678 3.181 0.000
H 3.315 0.507 5.278 0.000
H 4.016 0.514 3.670 0.000
H 1.155 1.068 4.502 0.000
H 2.176 1.968 3.400 0.000
H 0.447 2.787 -0.041 0.000
H -0.412 4.046 1.773 0.000
H 1.010 3.778 2.775 0.000
H 1.015 5.105 0.040 0.000
H 1.077 5.985 1.551 0.000
H 3.325 5.188 0.136 0.000
H 3.344 5.552 1.848 0.000
H 4.376 3.296 1.147 0.000
H 3.242 3.253 2.474 0.000
H 2.622 2.646 -0.443 0.000
H 2.807 1.431 0.786 0.000
C -3.171 1.742 -3.651 0.004
S -1.535 1.065 -3.827 0.001
O -0.619 2.193 -3.739 0.000
O -1.522 0.382 -5.112 0.000
O -1.421 0.094 -2.721 0.001
H -3.351 2.428 -4.477 0.001
H -3.222 2.265 -2.700 0.002
H -3.881 0.917 -3.676 0.000
C 4.083 1.151 -3.115 0.000
C 2.673 1.587 -3.533 -0.001
C 2.583 3.115 -3.639 0.000
C 2.272 0.929 -4.861 0.000
C 1.724 1.129 -2.506 -0.004
N 1.005 0.775 -1.688 -0.002
H 4.801 1.499 -3.860 0.000
H 4.152 0.063 -3.049 0.000
H 4.355 1.575 -2.147 0.000
H 3.219 3.453 -4.461 0.000
H 2.928 3.589 -2.717 0.000
H 1.554 3.412 -3.829 0.000
H 2.947 1.279 -5.646 0.000
H 1.248 1.185 -5.128 0.000
H 2.352 -0.157 -4.792 0.000
C -1.807 1.493 -0.343 0.170
C -2.561 2.674 -0.145 0.052
C -2.007 3.850 -0.747 0.076
C -2.590 5.088 -0.606 0.004
C -3.771 5.252 0.125 0.114
C -4.351 4.122 0.691 0.001
C -3.779 2.869 0.565 0.088
H -1.128 3.729 -1.372 0.003
H -2.129 5.945 -1.088 -0.003
H -4.230 6.227 0.230 0.009
H -5.275 4.218 1.253 -0.003
H -4.271 2.035 1.040 0.006
```

Record 3
C50H79AsN3O3P3S3SbSi2Ti as an isolated structure, computed with the ωB97M-V functional and the def2-TZVPD basis.

Results
Total charge: -1
M, g/mol: 1260.0
HOMO level, eV: -4.14
Electronic energy, eV: -230370.6030
ΔE to the lowest compared entry with this formula, charge and spin, kJ/mol: 227.7
Multiplicity: 1

```
146
Properties=species:S:1:pos:R:3:lowdin_charge:R:1
Ti -0.385 0.241 0.070 0.120
C 1.520 -3.890 1.656 -0.164
N 1.206 -2.458 1.749 -0.470
P 1.841 -1.342 0.507 0.859
C 2.587 -2.624 -0.652 -0.337
C 1.825 -2.948 -1.772 -0.141
C 2.271 -3.862 -2.717 -0.095
C 3.527 -4.433 -2.583 -0.096
C 4.321 -4.088 -1.495 -0.085
C 3.855 -3.198 -0.538 -0.085
C 3.445 -0.792 1.210 -0.408
C 4.278 0.013 0.440 -0.131
C 5.542 0.364 0.891 -0.087
C 5.990 -0.087 2.125 -0.103
C 5.155 -0.868 2.913 -0.086
C 3.892 -1.218 2.454 -0.101
P -0.305 -1.938 2.511 0.880
C -1.013 -3.577 3.246 -0.341
C -0.400 -4.449 4.153 -0.109
C -1.127 -5.403 4.846 -0.089
C -2.508 -5.485 4.687 -0.105
C -3.140 -4.622 3.809 -0.092
C -2.391 -3.692 3.092 -0.124
C 0.031 -1.420 4.264 -0.423
C 1.194 -1.671 4.979 -0.109
C 1.323 -1.261 6.300 -0.090
C 0.276 -0.611 6.937 -0.108
C -0.901 -0.374 6.238 -0.089
C -1.017 -0.769 4.915 -0.104
H 2.428 -4.128 2.226 0.081
H 1.685 -4.215 0.633 0.058
H 0.708 -4.491 2.047 0.046
H 0.864 -2.465 -1.899 0.049
H 1.643 -4.118 -3.563 0.099
H 3.890 -5.144 -3.315 0.095
H 5.309 -4.522 -1.389 0.097
H 4.482 -2.963 0.314 0.104
H 3.937 0.375 -0.523 0.083
H 6.177 0.988 0.274 0.100
H 6.985 0.164 2.472 0.092
H 5.493 -1.219 3.881 0.096
H 3.235 -1.827 3.056 0.065
H 0.664 -4.374 4.343 0.099
H -0.616 -6.072 5.528 0.096
H -3.081 -6.207 5.254 0.093
H -4.215 -4.662 3.688 0.097
H -2.900 -3.030 2.397 0.082
H 2.015 -2.197 4.509 0.081
H 2.248 -1.452 6.831 0.096
H 0.376 -0.291 7.967 0.091
H -1.735 0.118 6.727 0.096
H -1.938 -0.578 4.377 0.086
C 2.814 6.356 -0.262 -0.075
C 2.205 5.068 -0.778 -0.343
O 2.913 3.949 -0.248 -0.424
P 2.179 2.750 0.624 0.605
S 0.749 0.415 2.104 0.289
S 0.655 2.224 -0.741 0.234
O 1.262 3.683 1.651 -0.448
C 1.657 3.698 3.024 -0.345
C 2.851 4.603 3.272 -0.090
H 2.300 7.214 -0.700 0.073
H 3.875 6.407 -0.508 0.074
H 2.710 6.407 0.823 0.057
H 2.267 5.020 -1.869 0.111
H 1.152 5.017 -0.500 0.069
H 1.877 2.678 3.348 0.064
H 0.783 4.044 3.579 0.110
H 3.668 4.337 2.599 0.067
H 3.197 4.489 4.301 0.072
H 2.597 5.652 3.106 0.063
C 0.701 -1.870 -5.799 -0.207
C 0.627 -0.349 -5.654 -0.454
Sb 0.956 0.290 -3.589 1.373
C 1.331 2.387 -4.079 -0.462
C 1.437 2.754 -5.556 -0.200
C 3.056 -0.298 -3.616 -0.426
C 3.933 0.352 -4.681 -0.189
H 0.551 -2.184 -6.835 0.060
H -0.064 -2.363 -5.194 0.045
H 1.673 -2.251 -5.475 0.046
H -0.365 0.009 -5.941 0.041
H 1.349 0.129 -6.316 0.025
H 2.246 2.642 -3.541 0.033
H 0.530 2.952 -3.602 -0.009
H 2.247 2.218 -6.050 0.042
H 1.628 3.825 -5.675 0.063
H 0.513 2.523 -6.091 0.058
H 3.062 -1.383 -3.726 0.021
H 3.440 -0.086 -2.616 0.022
H 3.542 0.167 -5.683 0.050
H 4.949 -0.054 -4.648 0.063
H 4.005 1.431 -4.538 0.054
N -4.413 3.314 4.858 0.073
C -4.668 2.125 4.265 -0.816
S -5.992 1.239 4.707 0.649
C -3.725 1.718 3.202 -0.239
C -3.753 0.437 2.678 -0.052
C -2.844 0.061 1.711 -0.184
N -1.932 0.902 1.203 -0.212
C -1.891 2.155 1.707 -0.164
C -2.757 2.586 2.677 0.010
H -4.983 3.529 5.660 0.086
H -3.476 3.681 4.851 0.093
H -4.480 -0.275 3.048 0.094
H -2.858 -0.934 1.295 0.072
H -1.137 2.811 1.293 0.074
H -2.678 3.615 3.002 0.112
C -5.575 1.514 -0.008 -0.219
Si -4.578 0.451 -1.225 0.273
C -5.341 0.568 -2.955 -0.242
C -5.044 -1.324 -0.752 -0.222
As -2.324 1.090 -1.558 0.799
Si -2.847 3.339 -2.063 0.243
C -1.751 4.650 -1.284 -0.238
C -4.596 4.021 -1.832 -0.226
C -2.569 3.409 -3.930 -0.238
H -6.395 2.032 -0.509 0.026
H -4.945 2.269 0.464 0.008
H -6.001 0.897 0.787 0.024
H -6.324 0.088 -2.978 0.024
H -4.688 0.059 -3.667 0.020
H -5.454 1.597 -3.300 0.002
H -6.136 -1.375 -0.748 0.033
H -4.704 -1.625 0.241 0.010
H -4.677 -2.054 -1.475 0.021
H -2.013 4.815 -0.235 0.024
H -1.857 5.600 -1.817 0.032
H -0.706 4.348 -1.321 -0.058
H -4.776 4.325 -0.799 0.024
H -5.375 3.313 -2.107 -0.011
H -4.701 4.902 -2.471 0.030
H -1.542 3.127 -4.171 -0.004
H -2.763 4.405 -4.342 0.026
H -3.223 2.689 -4.428 0.016
C -1.378 -3.676 -0.417 -0.027
C -1.743 -2.320 -1.003 -0.511
C -1.868 -2.390 -2.518 -0.070
O -0.802 -1.339 -0.619 -0.474
H -2.157 -4.405 -0.652 0.090
H -1.286 -3.612 0.666 0.032
H -0.429 -4.032 -0.821 0.072
H -2.717 -2.030 -0.600 0.075
H -0.919 -2.700 -2.960 0.052
H -2.137 -1.415 -2.925 0.026
H -2.633 -3.120 -2.794 0.083
```